Entry 1
This record from the OMol25 dataset describes C6H11N in the gas phase. The level of theory is ωB97M-V/def2-TZVPD.

Each line ends with the Löwdin charge.
Element x y z (Å)
C1 2.43 -0.05 -0.44  -0.096
C2 1.16 0.80 -0.68  -0.257
C3 0.24 0.82 0.53  -0.175
C4 -0.87 -0.21 0.60  -0.381
C5 -1.55 -0.50 1.70  0.038
C6 -2.14 -0.89 -1.19  -0.041
N1 -1.05 -0.98 -0.57  0.032
H1 3.24 0.63 -0.16  0.067
H2 2.22 -0.71 0.40  0.067
H3 2.75 -0.72 -1.23  0.063
H4 1.43 1.84 -0.88  0.097
H5 0.63 0.50 -1.59  0.092
H6 0.80 0.76 1.47  0.114
H7 -0.20 1.81 0.64  0.111
H8 -2.31 -1.27 1.74  0.056
H9 -1.42 -0.04 2.68  0.061
H10 -2.37 -1.55 -2.02  0.069
H11 -3.00 -0.24 -1.00  0.085

SMILES: C=NC(=C)CCC
Orbital gap in Eh: 0.3680

---

Entry 2
This record from the OMol25 dataset describes C6H11N in the gas phase. The level of theory is ωB97M-V/def2-TZVPD.

Each line ends with the Löwdin charge.
Element x y z (Å)
C1 -0.14 0.46 -2.14  -0.305
C2 1.19 0.19 -1.42  -0.230
C3 0.86 -0.49 -0.17  -0.157
C4 0.82 -0.02 1.13  -0.105
C5 -0.16 -0.52 2.21  -0.172
C6 -1.28 -1.37 2.31  -0.016
N1 -0.80 1.50 -1.36  -0.023
H1 0.16 0.67 -3.16  0.096
H2 -0.91 -0.44 -2.20  0.139
H3 1.73 -0.50 -2.16  0.126
H4 1.78 1.13 -1.29  0.128
H5 0.28 -1.42 -0.27  0.108
H6 1.16 1.02 1.29  0.100
H7 -0.03 0.13 3.13  0.094
H8 -2.12 -1.62 1.65  0.047
H9 -1.36 -1.77 3.33  0.034
H10 -1.68 1.79 -1.83  0.074
H11 -1.12 1.08 -0.48  0.061

SMILES: C=C/C=C/CCN
Orbital gap in Eh: 0.3169

---

Which of them is most stable? Easy: entry 1.

---

Entry 1
This record from the OMol25 dataset describes a 2-piece molecular cluster, C4H14N2O overall. The level of theory is ωB97M-V/def2-TZVPD.

Each line ends with the Löwdin charge.
Element x y z (Å)
N1 -1.46 1.08 -1.60  -0.042
C1 -1.29 0.76 -0.17  -0.497
C2 -1.44 2.14 0.51  -0.226
C3 0.04 0.09 0.21  -0.303
N2 0.05 -1.39 -0.12  -0.170
C4 0.75 -2.24 0.77  -0.296
H1 -1.42 0.37 -2.39  0.073
H2 -1.16 1.99 -1.88  0.017
H3 -2.21 0.10 0.02  0.135
H4 -2.40 2.54 0.26  0.042
H5 -0.64 2.84 0.35  0.029
H6 -1.49 1.86 1.58  0.043
H7 0.26 0.27 1.28  0.069
H8 0.82 0.52 -0.45  0.060
H9 -0.92 -1.75 -0.47  0.131
H10 1.35 -1.66 1.47  0.057
H11 0.07 -2.97 1.17  0.043
H12 1.42 -2.93 0.21  0.056
H13 3.51 0.03 0.06  -0.158
H14 2.61 -0.91 -0.62  0.055
O1 3.54 -0.76 -0.19  -0.118

Orbital gap (alpha / beta) in Eh: 0.0976 / 0.3273
Multiplicity: 2
Net charge: -1

---

Entry 2
This record from the OMol25 dataset describes a 2-piece molecular cluster, C4H14N2O overall. The level of theory is ωB97M-V/def2-TZVPD.

Each line ends with the Löwdin charge.
Element x y z (Å)
C1 -0.88 1.51 0.14  -0.366
N1 -1.43 2.32 -0.91  -0.046
C2 -0.32 0.22 -0.37  -0.320
C3 0.19 -0.65 0.83  -0.244
C4 -0.73 -1.89 0.91  -0.337
N2 -0.64 -2.79 2.08  -0.026
H1 -1.67 1.22 0.84  0.107
H2 -0.04 2.08 0.63  0.098
H3 -0.93 2.60 -1.74  0.029
H4 -2.30 1.98 -1.30  0.043
H5 0.44 0.18 -1.16  0.053
H6 -1.09 -0.30 -0.95  0.088
H7 0.06 -0.04 1.72  0.094
H8 1.20 -0.98 0.58  0.055
H9 -1.75 -1.53 0.85  0.085
H10 -0.63 -2.49 0.01  0.094
H11 -0.27 -2.32 2.89  0.047
H12 -0.20 -3.67 1.88  0.038
H13 3.80 2.24 -1.92  -0.078
H14 3.30 0.77 -2.44  -0.070
O1 3.90 1.53 -2.57  -0.346

Orbital gap (alpha / beta) in Eh: 0.0968 / 0.3404
Multiplicity: 2
Net charge: -1

---

Entry 3
This record from the OMol25 dataset describes C4H14N2O as an isolated structure. The level of theory is ωB97M-V/def2-TZVPD.

Each line ends with the Löwdin charge.
Element x y z (Å)
N1 0.31 2.35 0.01  -0.060
C1 0.18 1.58 -1.23  -0.342
C2 -0.65 0.18 -0.98  -0.273
N2 0.07 -0.71 -0.10  -0.267
C3 -0.86 -2.01 -0.21  -0.146
C4 1.50 -1.13 -0.27  -0.297
H1 1.14 1.69 0.55  0.131
H2 -0.48 2.29 0.70  0.054
H3 -0.10 2.07 -2.09  0.047
H4 1.19 1.31 -1.54  0.061
H5 -1.55 0.56 -0.39  0.122
H6 -1.00 -0.12 -2.04  0.105
H7 -0.93 -2.32 0.86  0.080
H8 -0.39 -2.55 -1.00  0.028
H9 -1.83 -1.74 -0.47  0.029
H10 2.18 -0.30 -0.03  0.020
H11 1.90 -1.88 0.34  -0.005
H12 1.85 -1.32 -1.39  0.035
H13 -0.55 -0.62 3.18  -0.016
H14 -0.45 -0.25 1.08  0.097
O1 -0.59 0.00 2.37  -0.404

Orbital gap (alpha / beta) in Eh: 0.1108 / 0.3555
Multiplicity: 2
Net charge: -1

---

Which of them is most stable? Easy: entry 2.